(1)
{"formula": "C5H10N3", "method": "wB97M-V/def2-TZVPD", "de_lowest_kj_mol": 434.8, "total_energy_ha": -360.4095, "charge": 1, "multiplicity": 1, "molar_mass_g_mol": 112.16, "smiles": "[H]/N=C1/CC=C[N@@H+](C)N1", "lumo_ev": -4.57, "fmax_ev_per_a": 4.83, "elements": ["H", "N", "C", "C", "C", "C", "N", "C", "N", "H", "H", "H", "H", "H", "H", "H", "H", "H"], "coordinates": [[3.202, -1.369, -0.594], [3.059, -0.457, -0.166], [1.823, -0.212, 0.054], [1.500, 1.200, 0.553], [0.279, 1.705, -0.103], [-0.794, 0.935, -0.171], [-0.725, -0.291, 0.453], [-1.892, -1.088, 0.297], [0.727, -1.104, 0.073], [2.312, 1.924, 0.295], [1.152, 1.254, 1.624], [0.248, 2.685, -0.545], [-1.575, 0.842, -0.853], [-0.486, -0.182, 1.431], [-2.812, -0.375, 0.192], [-1.750, -1.654, -0.643], [-2.093, -1.805, 1.148], [0.455, -1.478, -0.865]], "forces_ev_per_angstrom": [[0.19, -0.36, 0.31], [-1.93, -0.07, -0.71], [1.37, 1.30, 1.12], [-0.43, 1.12, 0.38], [-0.73, 0.56, -0.84], [0.93, 0.77, -0.94], [4.13, -1.68, 1.86], [-2.96, -1.45, -0.30], [-2.47, -0.30, -0.92], [-0.36, -1.06, 0.84], [1.29, -0.36, -0.33], [0.14, 0.14, -0.32], [-1.39, 1.52, -1.12], [-0.09, 0.00, 0.47], [1.72, -1.43, 0.21], [-0.52, 0.17, 0.44], [0.57, 0.90, -1.00], [0.53, 0.25, 0.83]]}

***

(2)
{"formula": "C5H10N3", "method": "wB97M-V/def2-TZVPD", "de_lowest_kj_mol": 694.4, "total_energy_ha": -360.3106, "charge": 1, "multiplicity": 1, "molar_mass_g_mol": 112.16, "smiles": "CCNn1cc[nH+]c1", "lumo_ev": -4.12, "fmax_ev_per_a": 7.04, "elements": ["C", "C", "N", "N", "C", "C", "N", "C", "H", "H", "H", "H", "H", "H", "H", "H", "H", "H"], "coordinates": [[2.734, -0.406, 0.714], [1.759, 0.654, -0.139], [0.688, -0.099, -0.869], [-0.573, 0.012, -0.346], [-1.548, -1.015, -0.928], [-3.013, -0.720, -0.242], [-2.718, 0.459, 0.672], [-1.276, 0.923, 0.619], [2.057, -1.355, 0.930], [3.605, -0.762, 0.001], [3.141, 0.088, 1.718], [2.484, 1.104, -0.975], [1.416, 1.569, 0.500], [0.732, -0.009, -1.907], [-1.251, -1.838, -1.709], [-4.004, -1.301, -0.474], [-3.498, 0.874, 1.255], [-0.733, 1.821, 1.178]], "forces_ev_per_angstrom": [[-0.87, -0.10, -0.22], [2.89, 0.25, -0.38], [1.54, 1.56, 0.58], [-6.69, -1.14, 0.49], [-3.71, 2.80, 3.64], [6.81, 1.45, -1.04], [2.53, -1.82, -2.35], [-1.03, -3.06, -2.57], [1.56, 2.02, -0.15], [-1.75, 0.85, 1.67], [-0.85, -1.21, -2.36], [-1.83, -0.80, 1.81], [0.28, -1.86, -1.21], [-0.53, 0.23, 1.33], [-0.44, 2.00, 1.89], [2.04, 1.66, 0.93], [1.74, -0.45, -0.80], [-1.71, -2.38, -1.27]]}

***

(3)
{"formula": "C5H10N3", "method": "wB97M-V/def2-TZVPD", "de_lowest_kj_mol": 842.4, "total_energy_ha": -360.2543, "charge": 1, "multiplicity": 1, "molar_mass_g_mol": 112.16, "lumo_ev": [-5.96, -5.96], "fmax_ev_per_a": 5.15, "elements": ["C", "C", "C", "C", "C", "N", "N", "N", "H", "H", "H", "H", "H", "H", "H", "H", "H", "H"], "coordinates": [[2.331, -1.288, 0.234], [3.133, -0.316, -0.075], [0.486, -0.330, -0.621], [-1.773, -0.052, 0.730], [-1.198, -0.491, -0.582], [1.088, -1.587, -0.074], [0.794, 0.823, 0.099], [2.724, 0.890, 0.285], [0.949, -0.314, -1.701], [-2.728, -0.670, 0.750], [-2.092, 0.988, 0.872], [-0.874, -0.163, 1.562], [-1.448, 0.210, -1.382], [-1.494, -1.444, -0.815], [0.590, -2.386, 0.190], [0.716, 1.685, -0.398], [2.445, 1.111, 1.244], [2.878, 1.586, -0.433]], "forces_ev_per_angstrom": [[0.25, -0.05, -0.71], [-0.95, -3.42, -0.07], [-0.80, -1.21, -3.43], [0.70, -0.75, 2.17], [2.98, 4.19, -0.31], [2.49, 2.18, 0.30], [0.94, -0.49, 1.79], [-2.51, 1.38, -0.02], [-1.36, 0.14, 1.57], [1.31, 0.61, 1.24], [0.31, -0.13, -0.65], [-3.03, -0.43, -1.53], [-0.36, -0.38, -0.12], [-0.10, -2.46, -0.80], [-0.94, -1.00, 0.81], [-0.26, 0.49, -0.89], [0.73, 0.57, -0.09], [0.59, 0.77, 0.75]]}

***

(4)
{"formula": "C5H10N3O", "method": "wB97M-V/def2-TZVPD", "de_lowest_kj_mol": 541.7, "total_energy_ha": -435.5958, "charge": 1, "multiplicity": 1, "molar_mass_g_mol": 128.16, "smiles": "[NH3+]NC/N=C\\C=C=CO", "lumo_ev": -3.70, "fmax_ev_per_a": 3.88, "elements": ["N", "N", "C", "N", "C", "C", "C", "C", "O", "H", "H", "H", "H", "H", "H", "H", "H", "H", "H"], "coordinates": [[1.399, 0.629, 0.174], [1.275, -0.142, -1.043], [0.250, 0.560, -1.923], [-1.051, 0.853, -1.556], [-1.741, 0.981, -0.544], [-1.557, 0.617, 0.949], [-0.951, -0.473, 1.391], [-0.383, -1.661, 1.514], [0.910, -1.866, 1.505], [2.275, 0.379, 0.657], [0.466, 0.614, 0.836], [1.511, 1.674, -0.233], [1.045, -1.063, -0.867], [0.291, -0.125, -2.908], [0.832, 1.529, -2.190], [-2.729, 1.436, -0.701], [-2.096, 1.228, 1.548], [-1.153, -2.495, 1.610], [1.408, -2.676, 1.780]], "forces_ev_per_angstrom": [[-0.80, 2.57, -0.58], [-0.37, 3.20, -0.75], [2.96, -1.28, -2.16], [0.68, 0.40, -1.44], [-1.41, -0.31, 2.30], [1.52, -2.10, -2.81], [0.29, -0.11, -0.40], [-3.57, -0.85, 0.28], [3.28, -0.14, 0.01], [-0.56, 0.07, -0.02], [2.14, -0.08, -1.26], [-0.15, -2.72, 1.47], [-0.72, -2.31, 1.03], [-0.34, 1.67, 2.14], [-1.34, -1.27, 0.15], [0.10, -0.12, 0.12], [-1.35, 2.00, 2.16], [1.39, 0.70, -0.18], [-1.75, 0.66, -0.05]]}

***

(5)
{"formula": "C5H10N3O", "method": "wB97M-V/def2-TZVPD", "de_lowest_kj_mol": 133.3, "total_energy_ha": -435.7514, "charge": 1, "multiplicity": 1, "molar_mass_g_mol": 128.16, "smiles": "CCc1[nH+]cnn1CO", "lumo_ev": -3.70, "fmax_ev_per_a": 4.40, "elements": ["C", "C", "C", "N", "C", "N", "N", "C", "O", "H", "H", "H", "H", "H", "H", "H", "H", "H", "H"], "coordinates": [[2.065, 0.659, 0.538], [1.183, 0.538, -0.669], [-0.200, 0.587, -0.290], [-1.135, 1.502, -0.540], [-2.371, 1.057, -0.115], [-2.240, -0.130, 0.404], [-0.897, -0.442, 0.347], [-0.378, -1.750, 0.658], [0.043, -2.326, -0.530], [3.129, 0.311, 0.413], [1.579, -0.078, 1.256], [2.154, 1.649, 0.996], [1.305, -0.420, -1.158], [1.312, 1.243, -1.618], [-0.936, 2.240, -1.152], [-3.191, 1.640, -0.064], [-1.235, -2.220, 1.287], [0.514, -1.688, 1.330], [-0.703, -2.373, -1.094]], "forces_ev_per_angstrom": [[1.18, -1.20, 1.50], [1.02, 1.54, -3.43], [-3.32, -2.20, 1.42], [0.22, -1.11, 0.43], [3.57, -2.53, 0.50], [0.53, 0.04, 0.40], [0.08, 3.75, -1.49], [-0.51, -0.84, 1.92], [0.87, -0.37, 1.17], [-1.20, 0.21, -0.32], [1.06, 1.22, -0.30], [-0.48, -0.14, -0.15], [0.22, -0.49, 0.17], [0.11, -0.85, 2.30], [0.05, 1.56, -0.68], [-2.73, 1.61, -0.22], [1.39, 0.23, -1.42], [-0.83, 0.05, -0.62], [-1.22, -0.49, -1.16]]}

***

(6)
{"formula": "C5H10N3O", "method": "wB97M-V/def2-TZVPD", "de_lowest_kj_mol": 490.0, "total_energy_ha": -435.6155, "charge": 1, "multiplicity": 1, "molar_mass_g_mol": 128.16, "smiles": "CC1=N[N+](=O)NC1(C)C", "lumo_ev": -5.63, "fmax_ev_per_a": 5.00, "elements": ["C", "C", "N", "N", "O", "N", "C", "C", "C", "H", "H", "H", "H", "H", "H", "H", "H", "H", "H"], "coordinates": [[-0.709, -1.724, -1.274], [-0.794, -0.390, -0.609], [-1.810, 0.411, -0.710], [-1.634, 1.555, 0.057], [-2.438, 2.392, 0.188], [-0.470, 1.510, 0.617], [0.291, 0.233, 0.201], [1.618, 0.617, -0.519], [0.662, -0.451, 1.518], [-1.691, -2.187, -0.926], [0.070, -2.341, -0.874], [-0.588, -1.759, -2.331], [-0.310, 2.159, 1.407], [2.156, 1.444, -0.236], [1.315, 0.730, -1.563], [2.307, -0.091, -0.354], [1.675, -0.263, 1.684], [0.486, -1.526, 1.548], [-0.137, -0.318, 2.175]], "forces_ev_per_angstrom": [[-1.98, -0.30, 2.05], [0.46, 1.66, -0.59], [-1.24, -1.46, -1.18], [1.49, -1.53, -0.03], [-0.96, 0.72, -0.03], [1.37, -0.03, 0.37], [0.72, 1.91, 2.11], [-4.44, 0.12, -2.30], [-1.55, -1.95, -1.68], [1.09, 0.17, -1.00], [0.58, -0.06, 0.48], [-0.36, 0.49, -0.92], [0.13, -0.48, -0.73], [0.29, 2.63, 1.20], [0.84, -0.03, -0.15], [2.19, -3.35, 0.01], [1.16, 0.51, 1.39], [0.76, -0.52, -1.09], [-0.52, 1.51, 2.08]]}